{"formula": "C55H50FN4O3P2ReS", "method": "ωB97M-V with the def2-TZVPD basis set", "elements": ["Re", "O", "S", "C", "C", "C", "C", "C", "C", "C", "C", "C", "C", "P", "C", "C", "C", "C", "C", "C", "C", "C", "C", "C", "C", "C", "C", "C", "C", "C", "C", "C", "C", "C", "C", "C", "C", "C", "P", "C", "C", "C", "C", "C", "C", "C", "C", "C", "C", "C", "C", "C", "C", "H", "H", "H", "H", "H", "H", "H", "H", "H", "H", "H", "H", "H", "H", "H", "H", "H", "H", "H", "H", "H", "H", "H", "H", "H", "H", "H", "H", "H", "H", "H", "H", "H", "H", "H", "H", "F", "C", "N", "C", "C", "O", "H", "H", "H", "H", "H", "H", "H", "C", "N", "C", "C", "O", "N", "C", "N", "H", "H", "H", "H", "H", "H", "H"], "coordinates": [[14.14, 12.17, 10.33], [13.44, 13.97, 7.93], [14.30, 14.15, 9.10], [14.09, 15.65, 10.06], [15.08, 16.58, 10.21], [14.80, 17.81, 10.88], [13.52, 18.11, 11.20], [12.90, 19.38, 11.73], [11.39, 19.16, 11.71], [11.24, 17.64, 11.43], [10.17, 16.81, 11.55], [10.32, 15.42, 11.12], [11.52, 14.96, 10.64], [11.69, 13.11, 10.45], [10.35, 12.69, 9.34], [9.27, 12.05, 9.95], [8.04, 11.90, 9.28], [7.96, 12.32, 7.95], [9.04, 12.98, 7.35], [10.17, 13.20, 8.05], [11.45, 12.30, 12.02], [11.46, 12.97, 13.22], [11.48, 12.25, 14.41], [11.57, 10.89, 14.36], [11.45, 10.20, 13.14], [11.45, 10.91, 11.96], [12.69, 15.80, 10.64], [12.51, 17.14, 11.09], [15.91, 14.57, 8.36], [15.70, 15.44, 7.31], [16.72, 16.12, 6.68], [18.02, 15.87, 7.08], [19.36, 16.40, 6.61], [20.39, 15.57, 7.37], [19.62, 14.65, 8.24], [20.10, 13.59, 9.02], [19.06, 12.78, 9.54], [17.66, 13.00, 9.37], [16.60, 11.86, 10.26], [17.09, 11.93, 12.04], [18.20, 12.70, 12.41], [18.73, 12.47, 13.66], [18.14, 11.52, 14.56], [16.93, 10.89, 14.26], [16.44, 11.10, 12.99], [16.98, 10.21, 9.60], [16.97, 10.04, 8.19], [17.47, 8.87, 7.56], [17.89, 7.83, 8.37], [17.71, 7.90, 9.74], [17.25, 9.09, 10.38], [17.20, 14.15, 8.66], [18.22, 14.89, 8.03], [16.12, 16.35, 9.82], [15.53, 18.57, 11.01], [13.22, 20.27, 11.31], [13.18, 19.54, 12.75], [10.83, 19.64, 10.90], [10.79, 19.36, 12.60], [9.16, 17.08, 11.92], [9.50, 14.70, 11.14], [9.37, 11.58, 10.95], [7.28, 11.42, 9.90], [7.02, 12.28, 7.34], [8.92, 13.47, 6.37], [10.95, 13.83, 7.67], [11.38, 14.06, 13.25], [11.33, 12.68, 15.39], [11.55, 10.33, 15.28], [11.38, 9.16, 13.26], [11.30, 10.35, 11.03], [14.71, 15.74, 7.07], [16.39, 16.76, 5.88], [19.32, 17.50, 6.90], [19.46, 16.31, 5.55], [21.13, 16.14, 8.01], [20.93, 14.99, 6.63], [21.09, 13.30, 9.14], [19.40, 11.90, 10.05], [18.65, 13.45, 11.86], [19.63, 12.91, 14.03], [18.64, 11.20, 15.51], [16.50, 10.26, 15.07], [15.60, 10.56, 12.66], [16.57, 10.82, 7.62], [17.56, 8.94, 6.46], [18.36, 7.00, 8.02], [17.88, 7.03, 10.38], [17.27, 9.15, 11.48], [14.58, 13.03, 12.00], [7.69, 7.57, 8.53], [8.87, 8.24, 8.11], [9.05, 8.29, 6.65], [9.85, 8.61, 8.95], [10.92, 9.13, 8.62], [7.81, 6.51, 8.34], [6.83, 7.94, 7.94], [7.52, 7.68, 9.56], [9.94, 8.85, 6.46], [8.28, 8.93, 6.11], [9.05, 7.31, 6.13], [9.53, 8.43, 10.00], [13.46, 8.01, 6.28], [13.60, 8.92, 7.42], [13.83, 8.39, 8.75], [13.84, 9.69, 9.49], [14.13, 9.87, 10.74], [13.73, 10.75, 8.73], [13.60, 10.26, 7.43], [13.46, 11.08, 6.43], [13.56, 8.46, 5.24], [12.44, 7.64, 6.37], [14.29, 7.25, 6.37], [14.84, 7.94, 8.78], [12.86, 7.81, 9.00], [13.80, 12.03, 6.55], [13.47, 10.72, 5.51]], "energy_ha": -3828.77584, "de_lowest_kcal_mol": 78.6, "gap_ev": [7.54, 5.39], "s2": 3.77, "multiplicity": 4, "total_charge": 3, "homo_ev": [-14.95, -14.96]}